one.
Computed, not measured: an isolated molecule of C3H6N2S, with wB97M-V/def2-TZVPD.

The total charge is 0. The LUMO energy is -0.020 Eh. For the HOMO energy, the calculation gives -8.48 eV. The structure (SMILES) is CN/N=C/C=S.

Atoms and positions in Å:
C -2.21035 0.13792 0.23342
N -0.96090 -0.56869 -0.27967
N 0.00355 0.21762 -0.20224
C 1.23033 -0.15486 -0.13460
C 2.50958 0.62927 -0.08835
S 3.91465 -0.24280 0.09196
H -2.27639 0.02613 1.40311
H -2.16774 1.26088 0.03625
H -3.00722 -0.31837 -0.21999
H -0.88736 -1.52165 -0.19572
H 1.49876 -1.27022 -0.11458
H 2.35308 1.80477 -0.52959

These are the natural (NBO) partial charges, in e, on atoms 1 to 4: -0.4061, -0.3511, -0.1691, -0.1272


two.
Computed, not measured: an isolated molecule of C3H6N2S, with wB97M-V/def2-TZVPD.

The total charge is 0. The LUMO energy is -0.018 Eh. For the HOMO energy, the calculation gives -8.99 eV. The structure (SMILES) is C=NNCC=S.

Atoms and positions in Å:
C -2.12115 -0.59237 -0.10769
N -1.66239 0.56681 -0.38717
N -0.37579 0.86649 -0.08867
C 0.61649 -0.19732 0.08644
C 1.95662 0.41811 0.31099
S 3.35383 -0.09458 -0.31785
H -1.51712 -1.40258 0.27229
H -3.14517 -0.81480 -0.28033
H -0.11729 1.60137 -0.68047
H 0.63656 -0.88269 -0.76022
H 0.36071 -0.72398 0.98800
H 2.01469 1.25553 0.96470

These are the natural (NBO) partial charges, in e, on atoms 1 to 4: -0.1977, -0.2003, -0.4227, -0.3377


three.
Computed, not measured: an isolated molecule of C3H6N2S, with wB97M-V/def2-TZVPD.

The total charge is 0. The LUMO energy is 0.027 Eh. For the HOMO energy, the calculation gives -8.49 eV. The structure (SMILES) is N[C@H]1CNC1=S.

Atoms and positions in Å:
N -0.44847 1.55534 -0.40108
C -0.11211 0.44386 0.41921
C -0.91859 -0.87926 0.11300
N 0.36778 -1.38291 -0.34078
C 1.10869 -0.30413 0.00816
S 2.66894 0.10956 0.01933
H 0.47549 1.75230 -1.08802
H -0.72947 2.43308 0.23261
H -0.05870 0.60546 1.54389
H -1.39145 -1.31722 0.97021
H -1.61498 -0.70508 -0.72998
H 0.65285 -2.31099 -0.74655

These are the natural (NBO) partial charges, in e, on atoms 1 to 4: -0.8566, -0.1213, -0.2232, -0.5662


four.
Computed, not measured: an isolated molecule of C3H6N2S, with wB97M-V/def2-TZVPD.

The total charge is 0. The LUMO energy is 0.029 Eh. For the HOMO energy, the calculation gives -8.34 eV. The structure (SMILES) is NC(=S)N1CC1.

Atoms and positions in Å:
N 0.50204 -1.17901 -1.32139
C -0.05814 -0.20526 -0.50871
S -1.73453 0.07585 -0.53586
N 0.85789 0.51867 0.16249
C 0.57630 1.01866 1.47952
C 1.56540 -0.10255 1.29697
H -0.07544 -1.58355 -2.01486
H 1.47333 -1.08801 -1.47946
H -0.37510 0.73805 1.93905
H 0.86257 2.03302 1.66987
H 2.64121 0.11259 1.26752
H 1.20500 -1.06830 1.69714

These are the natural (NBO) partial charges, in e, on atoms 1 to 4: -0.7918, 0.3032, -0.2457, -0.4426


Of them, the most stable is four and the least stable is one.


one.
Computed, not measured: a cluster of 2 separate species, C3H6N2S in total, with wB97M-V/def2-TZVPD.

The total charge is 0. The LUMO energy is -0.002 Eh. For the HOMO energy, the calculation gives -8.44 eV.

Atoms and positions in Å:
C 0.22917 -0.31326 -0.00549
C -0.36325 -0.42037 1.49508
C -0.64142 1.77985 0.20748
N 1.10798 0.49161 -2.30863
N -0.07403 1.00061 -0.61044
S -1.11806 1.17428 1.75833
H 1.29836 -0.41464 -0.07833
H -0.20972 -1.19768 -0.53790
H -1.11389 -1.29704 1.47525
H 0.26329 -0.64422 2.24687
H -0.89997 2.75546 -0.11442
H 1.85485 1.02803 -1.84975

These are the natural (NBO) partial charges, in e, on atoms 1 to 4: -0.2399, -0.5630, -0.0399, -0.4800


two.
Computed, not measured: an isolated molecule of C3H6N2S, with wB97M-V/def2-TZVPD.

The total charge is 0. The LUMO energy is 0.025 Eh. For the HOMO energy, the calculation gives -8.11 eV. The structure (SMILES) is C/C=N/N1CS1.

Atoms and positions in Å:
C -1.77349 -0.50744 -0.15878
C -0.30884 -0.59929 -0.47131
N 0.45870 0.39845 -0.34180
N 1.64819 0.71078 -0.56997
C 2.85578 1.08157 0.19794
S 3.15043 -0.24512 -1.00894
H -1.94016 0.55618 0.12624
H -1.78608 -1.16572 0.76835
H -2.48260 -1.00993 -0.91575
H 0.05246 -1.39566 -1.03813
H 3.02244 2.12727 -0.12622
H 3.06935 0.78197 1.21522

These are the natural (NBO) partial charges, in e, on atoms 1 to 4: -0.6594, 0.0288, -0.1933, -0.2560


Of them, the most stable is two and the least stable is one.


one.
Computed, not measured: an isolated molecule of C3H6N2S, with wB97M-V/def2-TZVPD.

The total charge is 0. The LUMO energy is 0.030 Eh. For the HOMO energy, the calculation gives -8.28 eV. The structure (SMILES) is S=C1NCCN1.

Atoms and positions in Å:
S -2.97788 -0.03549 0.05589
C -1.34279 -0.02245 -0.12644
N -0.43794 -1.13179 -0.34747
C 0.84649 -0.73442 0.23629
C 0.84052 0.73848 -0.03349
N -0.56272 1.10755 -0.11739
H -0.74237 -2.08065 -0.15988
H 1.63494 -1.17527 -0.39094
H 0.97579 -0.91035 1.31005
H 1.40371 0.83680 -0.95836
H 1.30040 1.34570 0.71208
H -0.93816 2.06189 -0.18035

These are the natural (NBO) partial charges, in e, on atoms 1 to 4: -0.1935, 0.2504, -0.6184, -0.2294


two.
Computed, not measured: an isolated molecule of C3H6N2S, with wB97M-V/def2-TZVPD.

The total charge is 0. The LUMO energy is 0.031 Eh. For the HOMO energy, the calculation gives -8.42 eV. The structure (SMILES) is NN1CCC1=S.

Atoms and positions in Å:
N 0.16494 -1.17894 1.53079
N -0.01894 -0.33308 0.45993
C -1.00532 0.56572 0.04352
C -0.08459 0.90931 -1.16738
C 0.84831 -0.17269 -0.55740
S 2.37722 -0.56754 -0.89156
H -0.20135 -2.10595 1.42999
H 1.17099 -1.23517 1.73152
H -1.11301 1.36884 0.74350
H -2.07747 0.14768 -0.11915
H -0.42875 0.71390 -2.14717
H 0.36795 1.88792 -1.05657

These are the natural (NBO) partial charges, in e, on atoms 1 to 4: -0.6522, -0.2408, -0.1947, -0.4562


three.
Computed, not measured: an isolated molecule of C3H6N2S, with wB97M-V/def2-TZVPD.

The total charge is 0. The LUMO energy is 0.032 Eh. For the HOMO energy, the calculation gives -8.18 eV. The structure (SMILES) is N[C@H]1CNC1=S.

Atoms and positions in Å:
N -0.71905 1.53816 -0.23373
C -0.14669 0.47341 0.54049
C -0.83468 -0.94574 0.09774
N 0.56531 -1.31429 -0.22661
C 1.18626 -0.18509 0.03739
S 2.73974 0.28764 0.02562
H -0.25018 2.46994 -0.10034
H -0.70849 1.43895 -1.30013
H -0.10960 0.67565 1.61789
H -1.39151 -1.53190 0.85933
H -1.40303 -0.74180 -0.76721
H 1.07192 -2.16493 -0.55042

These are the natural (NBO) partial charges, in e, on atoms 1 to 4: -0.8454, -0.0814, -0.2135, -0.5739


four.
Computed, not measured: a structure of composition C3H6N2S, with wB97M-V/def2-TZVPD.

The total charge is 0. The LUMO energy is 0.036 Eh. For the HOMO energy, the calculation gives -7.28 eV.

Atoms and positions in Å:
C -1.51037 0.24023 -0.07334
C -0.48305 1.05456 -0.16539
C -1.12983 -1.22550 0.10427
N 1.06958 0.11100 0.38574
N 2.06798 0.81077 -0.14820
S 0.68452 -1.51353 -0.03684
H -2.52400 0.39881 -0.07254
H -0.19228 2.11518 -0.16269
H -1.48542 -1.57192 1.04289
H -1.71352 -1.97656 -0.44689
H 2.50979 0.22372 -0.84621
H 2.70660 1.33325 0.41920

These are the natural (NBO) partial charges, in e, on atoms 1 to 4: -0.2710, -0.0228, -0.5533, -0.4323


Of them, the most stable is one and the least stable is four.